Record 1
Formula: C43H64N8O9
Source: OMol25
Level of theory: wB97M-V/def2-TZVPD

Geometry as ORCA input:
```
! wB97M-V def2-TZVPD RIJCOSX def2/J DEFGRID3
* xyz 0 1
O -0.855 32.761 10.472
C -0.052 32.118 11.077
O -0.362 31.463 12.224
C 0.820 30.849 12.729
C 1.712 30.752 11.479
O 1.231 31.896 10.769
H 1.226 31.535 13.477
H 0.673 29.898 13.239
H 1.515 29.818 10.934
H 2.785 30.744 11.657
O 6.533 31.883 8.785
C 6.143 32.373 7.775
O 4.866 32.299 7.328
C 4.803 32.715 5.971
C 6.147 33.427 5.763
O 6.912 32.972 6.873
H 4.704 31.836 5.337
H 3.991 33.408 5.759
H 6.035 34.512 5.813
H 6.656 33.211 4.828
O 6.815 29.150 5.809
C 5.769 29.016 6.355
O 5.584 28.321 7.492
C 4.242 28.536 7.924
C 3.486 29.050 6.728
O 4.636 29.627 5.982
H 3.830 27.574 8.232
H 4.205 29.181 8.799
H 2.906 29.940 6.947
H 3.100 28.338 6.004
C 5.969 28.129 13.640
C 4.642 27.854 13.359
C 4.181 28.058 12.053
N 4.931 28.689 11.142
C 6.211 28.968 11.431
C 6.769 28.691 12.662
H 6.346 27.883 14.626
H 3.930 27.357 14.007
H 3.220 27.677 11.730
H 6.638 29.615 10.671
H 7.801 28.888 12.923
C 4.360 33.381 11.008
C 3.982 34.582 11.606
C 4.661 34.997 12.747
N 5.542 34.193 13.339
C 5.986 33.132 12.688
C 5.401 32.628 11.520
H 3.881 33.035 10.099
H 3.104 35.084 11.220
H 4.411 35.941 13.217
H 6.833 32.657 13.181
H 5.672 31.640 11.187
C 9.656 25.702 7.383
C 8.828 26.974 7.537
C 8.728 27.652 8.874
C 8.711 26.695 10.008
N 8.801 26.003 10.916
H 9.471 25.059 8.240
H 10.712 25.992 7.457
H 9.496 25.268 6.403
H 7.779 26.702 7.335
H 9.011 27.716 6.758
H 7.835 28.277 8.949
H 9.531 28.385 9.024
C 5.097 25.362 9.674
C 5.007 23.899 10.154
C 6.389 23.266 10.302
C 7.038 22.947 9.028
N 7.561 22.711 8.032
H 4.128 25.659 9.280
H 5.883 25.479 8.925
H 5.424 25.950 10.533
H 4.418 23.299 9.458
H 4.442 23.950 11.084
H 6.163 22.380 10.903
H 7.060 23.851 10.935
C 7.011 28.364 20.402
C 8.324 28.119 19.639
C 8.248 26.916 18.727
C 7.183 26.974 17.699
N 6.327 26.956 16.936
H 7.132 29.236 21.045
H 6.816 27.538 21.089
H 6.166 28.539 19.739
H 9.118 28.017 20.377
H 8.545 29.022 19.063
H 7.981 26.047 19.334
H 9.175 26.743 18.184
C 7.140 24.621 14.110
C 5.724 24.218 13.802
C 4.564 24.429 14.809
C 3.202 24.568 14.323
N 2.130 24.664 13.933
H 7.790 23.775 14.350
H 7.403 25.294 14.939
H 7.674 25.167 13.324
H 5.677 23.141 13.611
H 5.391 24.592 12.832
H 4.695 25.254 15.518
H 4.546 23.550 15.462
C 10.260 27.496 15.089
C 10.555 27.768 13.614
C 11.515 28.932 13.350
C 12.897 28.705 13.782
N 13.975 28.505 14.114
H 11.082 27.775 15.745
H 9.872 26.489 15.212
H 9.426 28.132 15.415
H 9.697 27.982 12.977
H 10.901 26.810 13.221
H 11.173 29.819 13.890
H 11.610 29.179 12.291
C 7.158 30.471 15.693
C 5.863 30.333 16.478
C 5.008 31.632 16.403
C 3.686 31.327 15.863
N 2.649 31.104 15.448
H 7.873 31.128 16.191
H 7.037 30.686 14.632
H 7.714 29.522 15.677
H 6.108 30.137 17.523
H 5.307 29.450 16.171
H 5.407 32.437 15.786
H 4.786 31.966 17.419
*
```

Summary:
- HOMO: -9.6 eV
- Relative energy (zero: lowest compared OMol25 entry of this formula, charge and spin): 6.277 eV
- Orbital gap: 0.3605 Eh
- E: -75974.9470 eV

Record 2
Formula: C43H65BIN3O9
Source: OMol25
Level of theory: wB97M-V/def2-TZVPD

Geometry as ORCA input:
```
! wB97M-V def2-TZVPD RIJCOSX def2/J DEFGRID3
* xyz 0 1
C 5.638 0.411 3.271
C 4.541 0.480 2.252
O 3.399 0.201 2.481
O 4.919 0.813 0.990
C 5.705 2.012 0.839
C 5.768 2.337 -0.640
C 4.417 2.799 -1.187
C 3.483 1.618 -1.501
C 2.314 1.986 -2.414
C 1.078 1.051 -2.344
C 0.865 0.376 -1.012
C 0.062 0.929 -0.023
C -0.721 2.181 -0.286
C 0.077 3.473 -0.558
C 1.366 3.707 0.220
N 1.228 4.431 1.485
C 1.214 3.618 2.709
C 2.099 4.201 3.775
C 1.608 4.661 4.991
C 2.458 5.198 5.950
C 3.820 5.286 5.693
C 4.328 4.844 4.476
C 3.468 4.308 3.531
O 3.970 3.852 2.321
C -0.073 0.294 1.227
B -1.107 0.827 2.306
N -0.732 1.217 3.669
O -2.440 0.951 1.888
C 0.620 -0.892 1.515
C 0.454 -1.562 2.851
C -0.884 -2.315 3.004
N -1.312 -3.094 1.838
C 1.373 -1.477 0.498
C 1.474 -0.864 -0.763
C 2.197 -1.640 -1.821
O 2.823 -1.175 -2.743
C 2.014 -3.120 -1.733
C 1.944 -3.884 -2.891
C 1.700 -5.244 -2.788
C 1.517 -5.836 -1.541
C 1.618 -5.072 -0.387
I 1.241 -5.997 1.444
C 1.884 -3.709 -0.480
C 2.039 -2.793 0.682
O 2.654 -3.127 1.665
H 6.048 1.397 3.478
H 6.446 -0.223 2.913
H 5.228 0.008 4.188
H 5.221 2.822 1.385
H 6.707 1.849 1.238
H 6.108 1.445 -1.168
H 6.545 3.088 -0.786
H 4.562 3.400 -2.085
H 3.962 3.417 -0.411
H 3.113 1.238 -0.556
H 4.099 0.868 -1.982
H 2.671 1.952 -3.444
H 2.048 3.024 -2.229
H 1.164 0.292 -3.112
H 0.176 1.608 -2.591
H -1.314 2.014 -1.188
H -1.443 2.359 0.501
H -0.595 4.300 -0.316
H 0.253 3.551 -1.627
H 2.013 4.304 -0.428
H 1.903 2.780 0.417
H 0.417 5.030 1.453
H 1.562 2.612 2.482
H 0.204 3.546 3.119
H 0.545 4.593 5.180
H 2.068 5.555 6.892
H 4.495 5.704 6.424
H 5.380 4.907 4.244
H 3.727 4.503 1.652
H -0.968 0.513 4.360
H -1.245 2.051 3.938
H -3.006 0.305 2.320
H 0.582 -0.822 3.637
H 1.241 -2.286 3.014
H -1.690 -1.617 3.235
H -0.784 -3.009 3.835
H -1.726 -2.495 1.136
H -0.523 -3.567 1.412
H 2.068 -3.407 -3.851
H 1.632 -5.851 -3.678
H 1.297 -6.890 -1.470
C -2.572 -1.369 -2.523
C -3.320 -0.048 -2.645
C -4.750 -0.256 -3.113
O -2.632 0.846 -3.522
H -2.510 -1.876 -3.490
H -1.554 -1.197 -2.168
H -3.070 -2.039 -1.819
H -3.317 0.440 -1.668
H -4.761 -0.711 -4.107
H -5.268 0.700 -3.186
H -5.304 -0.902 -2.430
H -2.618 0.437 -4.395
C -7.702 0.376 -7.509
C -6.863 0.781 -6.307
C -7.267 2.143 -5.766
O -5.475 0.776 -6.647
H -7.566 1.094 -8.322
H -7.396 -0.604 -7.875
H -8.763 0.340 -7.259
H -6.971 0.033 -5.519
H -7.121 2.911 -6.530
H -6.654 2.409 -4.905
H -8.316 2.156 -5.465
H -5.348 1.433 -7.340
C -2.685 -7.522 3.276
C -3.609 -6.368 2.908
C -3.860 -6.300 1.409
O -3.106 -5.122 3.382
H -1.703 -7.403 2.808
H -2.534 -7.559 4.355
H -3.100 -8.477 2.950
H -4.559 -6.500 3.430
H -2.919 -6.123 0.880
H -4.534 -5.477 1.173
H -4.294 -7.229 1.036
H -2.285 -4.929 2.913
*
```

Summary:
- HOMO: -8.6 eV
- Orbital gap: 0.2964 Eh
- E: -77322.5263 eV